114
Properties=species:S:1:pos:R:3 method="wB97M-V/def2-TZVPD" total_charge=+3 orbital_gap_ev="5.279 / 5.530" energy_ha=-6165.44175 e_lumo_ha="-0.376 / -0.364" spin_multiplicity=2
Tc -1.26 2.14 0.78
C 3.11 2.37 -1.70
C 2.43 1.05 -1.62
C 2.53 0.09 -2.59
C 1.75 -1.10 -2.48
N 1.13 -1.38 -1.37
N 1.10 -0.49 -0.38
B 0.57 -1.05 0.93
N 0.48 -0.23 2.18
N 1.50 -1.10 2.11
C 2.40 -1.24 3.04
C 2.17 -0.47 4.22
C 1.10 0.37 4.36
C 0.84 1.18 5.57
C 0.20 0.54 3.23
S -1.03 1.69 3.17
C 3.60 -2.10 2.80
C 4.85 -1.20 2.90
C 3.69 -3.19 3.88
C 3.53 -2.73 1.41
N -0.46 -2.14 0.81
N -0.04 -3.39 0.85
C -0.90 -4.38 0.85
C -2.28 -4.10 0.96
C -2.74 -2.81 0.92
C -4.18 -2.48 1.08
C -1.77 -1.78 0.74
S -2.27 -0.18 0.40
C -0.37 -5.79 0.71
C 0.28 -5.88 -0.68
C 0.70 -6.06 1.78
C -1.48 -6.83 0.82
C 1.58 0.76 -0.51
S 1.18 1.99 0.61
C 1.59 -1.99 -3.68
C 0.75 -1.18 -4.69
C 0.85 -3.27 -3.31
C 2.95 -2.34 -4.28
H 3.79 2.40 -2.54
H 3.67 2.57 -0.79
H 2.37 3.16 -1.81
H 3.16 0.25 -3.45
H 2.88 -0.56 5.03
H 1.59 1.02 6.33
H -0.15 0.94 5.98
H 0.80 2.24 5.32
H 4.96 -0.77 3.89
H 4.82 -0.40 2.17
H 5.73 -1.81 2.70
H 3.73 -2.76 4.88
H 4.61 -3.76 3.73
H 2.85 -3.88 3.82
H 3.57 -1.97 0.64
H 2.62 -3.31 1.29
H 4.38 -3.40 1.27
H -2.98 -4.91 1.10
H -4.77 -3.39 1.14
H -4.53 -1.87 0.26
H -4.32 -1.91 2.00
H 1.11 -5.18 -0.75
H -0.44 -5.66 -1.46
H 0.66 -6.89 -0.83
H 1.50 -5.34 1.70
H 1.11 -7.06 1.63
H 0.27 -6.02 2.78
H -2.22 -6.71 0.02
H -1.98 -6.80 1.78
H -1.06 -7.83 0.71
H -0.24 -0.97 -4.28
H 0.64 -1.75 -5.60
H 1.23 -0.24 -4.94
H -0.08 -3.05 -2.79
H 1.46 -3.89 -2.66
H 0.62 -3.84 -4.21
H 3.45 -1.48 -4.72
H 2.81 -3.07 -5.08
H 3.60 -2.78 -3.53
C -0.28 7.51 -0.44
Si 0.15 6.66 -2.08
C 2.03 6.36 -2.24
C -0.65 7.60 -3.53
C -0.52 4.85 -2.19
C -0.61 4.22 -3.43
C -0.97 2.88 -3.54
C -1.23 2.17 -2.38
N -1.16 2.75 -1.19
C -0.83 4.06 -1.09
S -0.80 4.49 0.59
H -0.07 8.57 -0.50
H 0.30 7.11 0.38
H -1.34 7.40 -0.20
H 2.56 7.31 -2.30
H 2.28 5.79 -3.13
H 2.43 5.83 -1.38
H -0.45 8.67 -3.43
H -1.72 7.47 -3.56
H -0.24 7.29 -4.49
H -0.38 4.78 -4.32
H -1.04 2.40 -4.50
H -1.51 1.12 -2.40
C -5.73 4.08 1.10
As -4.90 2.33 1.13
C -5.13 1.49 2.87
C -5.65 1.23 -0.30
O -3.27 2.62 0.86
H -6.79 3.99 1.33
H -5.61 4.52 0.11
H -5.26 4.72 1.84
H -6.19 1.30 3.04
H -4.76 2.17 3.64
H -4.58 0.55 2.92
H -6.65 0.91 -0.01
H -5.02 0.36 -0.48
H -5.71 1.83 -1.21